A 8-piece molecular cluster, C41H96F18N3O3P5 overall at a distorted geometry, computed with ωB97M-V/def2-TZVPD.

Element x y z (Å)
C1 -4.7860 -0.9930 0.1617
H1 0.1250 -1.7368 -8.2593
H2 2.3979 2.8073 -7.3284
C2 2.5663 2.2570 -4.3686
H3 3.2622 -4.8353 -1.1018
C3 1.3221 -0.9023 7.2810
H4 -3.9394 -1.6372 0.3991
H5 -6.6871 -2.1809 2.5581
H6 3.5125 -2.9135 1.4179
H7 -5.5235 -1.7587 -0.0791
H8 -4.0513 -0.3834 -4.5133
H9 -8.6720 -0.4358 1.5637
C4 5.4379 -0.7919 -1.2743
C5 -0.4263 -1.0607 -6.1924
H10 6.0554 -0.4614 0.7683
C6 -0.2886 3.3231 -2.2145
H11 -4.0017 -2.1345 3.7521
H12 -5.2463 0.6549 -3.5979
H13 -1.2868 0.2344 -3.3890
O1 2.3910 5.2525 2.2626
H14 -0.6179 -0.2173 -8.1484
H15 4.8050 -3.7762 2.1311
H16 3.7495 2.0427 3.9339
H17 -4.9711 -1.6041 -2.6407
H18 2.5220 -1.3076 4.9405
H19 -10.1709 -0.0718 -1.3418
H20 3.3207 3.1803 0.0739
H21 6.3723 -1.2628 -1.5797
H22 -2.7441 -1.7509 -7.3426
C7 -0.7070 1.8722 -2.1812
C8 4.5293 -2.7793 1.7870
C9 -4.3502 -0.7395 -2.4062
C10 2.3036 1.1102 -3.5578
F1 6.8434 2.7303 1.9901
H23 3.3217 -4.7117 -2.8780
C11 -0.8315 4.0058 -0.9512
F2 3.9387 -0.4313 4.4284
H24 -4.6564 -5.6790 5.1038
C12 -9.4398 1.1376 0.3745
H25 2.8746 4.0999 -6.3025
H26 -2.2230 2.5756 3.4401
F3 6.1649 4.1310 0.1813
F4 1.6490 1.7772 0.9648
P1 1.7885 0.1935 1.1798
C13 3.1204 4.2322 0.2778
C14 0.7852 -1.3617 -2.9456
H27 -2.7951 -1.0350 2.4903
C15 -5.8778 -1.5827 2.9769
P2 -5.4198 -0.1955 1.6820
H28 4.4404 -0.5491 0.5393
H29 -1.8250 -3.0865 -7.9507
H30 -0.9879 2.2045 4.5401
F5 2.3833 0.1286 -0.2603
H31 3.7562 1.0832 -5.9647
C16 -1.8133 0.4038 3.5192
C17 -4.8229 -2.6696 3.2752
F6 5.1964 0.9765 5.5760
H32 -6.2186 -1.0218 3.8471
H33 -4.3496 -2.9785 2.3432
H34 -4.1916 1.0993 3.3982
H35 -10.9239 -0.4149 0.2627
H36 2.2284 -1.4836 7.4508
F7 6.1048 -0.1029 3.6369
H37 1.9165 -2.9079 -4.1384
H38 -0.7070 3.8797 -3.0531
O2 6.1050 -3.1971 -0.0514
H39 4.6843 2.2454 -5.2250
H40 -2.3319 0.0943 4.4265
C18 -1.3967 1.8793 3.5834
H41 -0.4949 3.5343 -0.0280
H42 5.3999 0.2852 -1.4371
O3 -0.4457 -1.7147 5.8984
H43 -0.6536 2.1218 2.8238
H44 2.8906 -1.9918 -2.9266
H45 4.0125 3.3765 -7.3700
N1 1.5506 -1.4941 4.7363
H46 4.5858 -1.9782 2.5239
F8 3.3313 0.3540 1.6065
H47 -2.4121 -1.8646 -9.0449
H48 1.0062 0.6059 -6.3024
C19 5.4438 -2.3838 0.6282
H49 3.0406 3.0330 -3.7677
C20 3.2206 -4.1506 -1.9489
P3 0.7998 0.1362 -3.9912
F9 1.8996 -1.3742 1.4786
H50 4.5341 -1.2241 -1.7037
H51 -0.8223 1.7909 -4.3526
H52 -0.1518 -1.8604 -3.1933
H53 -6.5068 1.5120 0.5814
H54 -9.1743 2.0333 -0.1871
H55 -6.0084 -3.7060 4.8803
H56 -3.4618 -1.3518 -2.2519
F10 0.3263 0.0099 0.5246
H57 -1.7896 1.9000 -2.0570
H58 3.3982 3.5938 4.7860
F11 4.6944 -1.1665 6.4459
C21 1.9119 -2.4043 -3.1717
H59 0.9734 -3.8185 -2.0080
F12 5.4511 -2.1907 4.6921
F13 1.3002 0.5261 2.7418
C22 3.1357 4.4537 1.7975
H60 -3.5061 -4.4197 5.1562
C23 3.2085 3.1318 -6.6759
C24 -4.2533 0.2059 -3.6189
F14 5.3430 2.0689 0.6220
H61 2.1293 4.5176 -0.0749
F15 7.0575 2.2626 -1.1672
H62 -0.8659 -0.1353 3.5169
P4 6.8749 2.6566 0.3743
H63 2.3025 1.4408 -2.5192
C25 -5.4020 -3.9315 4.0031
H64 -0.3158 1.2348 -1.3882
H65 1.6080 2.7225 -4.5991
F16 6.9225 -0.7237 5.7853
H66 1.7424 -0.9137 -5.7972
C26 -8.2299 0.2258 0.8188
F17 8.3930 3.3211 0.2160
H67 2.2533 2.9842 3.7281
H68 -7.9041 -0.2667 -0.0974
H69 -0.4190 -2.0708 -5.7827
H70 -9.9975 1.5426 1.2188
C27 -0.6342 1.0951 -3.5349
H71 3.8454 4.9149 -0.1653
H72 0.7020 -1.1008 -1.8906
H73 -1.9037 3.8184 -0.8920
H74 -3.9897 1.7548 1.8546
N2 4.1238 3.7086 2.7174
H75 2.6395 -3.1383 3.7526
H76 -7.1721 1.4053 2.3138
H77 1.5262 0.1620 7.1638
H78 3.0698 0.3376 -3.6228
H79 1.8000 -2.8183 -1.0160
C28 3.6530 2.0805 -5.5370
H80 0.7845 3.3940 -2.3922
C29 0.7476 -1.5242 6.0095
H81 0.6392 -1.0542 8.1168
H82 -11.3649 0.9818 -0.5284
H83 -3.6699 -5.3962 3.7985
H84 4.4085 2.9505 2.1137
C30 1.6123 -2.9268 4.0498
H85 -5.5076 0.5493 -1.0936
C31 -0.6922 -1.2283 -7.7478
H86 -0.5375 5.0545 -0.9075
H87 1.1863 -3.7976 4.5480
C32 -2.6454 0.0216 2.2684
C33 -10.4911 0.3457 -0.3872
H88 1.2795 -0.8663 3.9930
C34 3.3352 3.0469 3.8452
C35 -6.9818 0.9144 1.3594
C36 -4.2784 -4.8437 4.5144
H89 -2.1258 0.2010 1.3272
N3 5.3305 -0.9090 0.2258
H90 -3.5522 1.0235 -3.4515
F18 7.3978 1.0886 0.6159
C37 -4.5870 -0.0326 -1.0484
H91 4.1525 -3.5853 -1.9483
C38 1.9130 -3.2659 -2.0034
H92 -5.9568 -4.5672 3.3129
H93 4.9536 4.2761 2.8144
H94 -1.3222 -0.6408 -5.7351
H95 1.0720 -2.8278 3.1083
C39 -1.9667 -2.0114 -8.0609
C40 0.8170 -0.3377 -5.7907
P5 5.4318 -0.6003 5.0626
C41 -3.9299 0.8029 2.3824
H96 -3.7316 0.6301 -0.9176

Properties
LUMO energy = -0.1552 hartree
HOMO-LUMO gap = 10.9 eV
total charge = +2
energy relative to the best compared isomer or geometry (same formula, charge and spin) = 0.00 kcal per mole
HOMO level = -15.16 eV
spin multiplicity = 1